Record 1
Molecular formula: C15H24K3N5O5
Method: DFT, ωB97M-V with the def2-TZVPD basis set

Last column: Löwdin charge in e.
CARTESIAN COORDINATES (ANGSTROEM)
K 0.960 0.508 3.204  1.029
K 2.964 1.384 0.874  1.047
K 0.184 2.873 1.284  1.006
C 0.432 0.405 0.111  -0.365
O 1.016 0.896 1.292  -1.046
H -0.251 -0.445 0.138  -0.042
H -0.086 1.219 -0.396  0.035
H 1.232 0.079 -0.553  0.019
C 1.279 0.459 -2.357  0.061
N 2.296 0.153 -3.407  -0.387
O 1.817 0.118 -4.533  0.113
O 3.426 -0.221 -3.124  0.062
H 1.548 -0.278 -1.600  0.066
H 0.381 0.153 -2.894  0.141
H 1.253 1.493 -2.012  0.106
C -1.847 2.309 -1.061  -0.026
N -1.245 3.138 -2.120  -0.367
O -0.043 3.443 -1.967  0.014
O -1.883 3.411 -3.138  0.145
H -2.278 2.960 -0.300  0.130
H -1.019 1.736 -0.644  0.011
H -2.632 1.679 -1.479  0.112
N 4.672 -1.353 1.582  0.064
C 3.377 -0.856 1.836  -0.202
C 2.699 -0.803 0.611  -0.286
C 3.628 -1.150 -0.354  -0.075
C 4.775 -1.599 0.272  -0.055
H 5.418 -1.374 2.263  0.173
H 3.051 -0.669 2.849  0.073
H 1.673 -0.471 0.544  0.023
H 3.533 -1.106 -1.429  0.082
H 5.740 -1.867 -0.132  0.145
N -2.356 -3.766 -0.135  0.061
C -2.812 -2.949 0.863  -0.069
C -2.012 -1.787 0.994  -0.091
C -1.049 -1.840 -0.045  -0.058
C -1.328 -3.058 -0.726  -0.058
H -2.679 -4.684 -0.406  0.169
H -3.667 -3.311 1.415  0.121
H -2.231 -1.108 1.804  0.107
H -0.384 -1.011 -0.237  0.002
H -0.819 -3.618 -1.496  0.117
N -1.722 0.465 1.117  -0.093
C -2.846 0.807 0.347  -0.158
C -3.714 1.510 1.136  -0.062
C -3.160 1.731 2.384  -0.035
C -1.939 1.123 2.312  -0.215
H -0.962 -0.123 0.807  0.023
H -2.920 0.475 -0.678  0.134
H -4.719 1.762 0.831  0.133
H -3.609 2.071 3.305  0.128
H -1.145 1.089 3.044  0.037

Properties
LUMO energy   -0.248 hartree
Charge   +2

Record 2
Molecular formula: C15H24MgN6O6
Method: DFT, ωB97M-V with the def2-TZVPD basis set

Last column: Löwdin charge in e.
CARTESIAN COORDINATES (ANGSTROEM)
O -0.192 0.449 -5.772  -0.125
H -0.777 0.026 -6.428  0.085
Mg -0.167 0.082 -0.594  0.581
N 0.121 1.670 0.627  -0.269
N 1.268 1.000 -1.661  -0.193
N -1.211 -0.969 0.747  -0.074
N -0.325 -1.571 -1.653  0.004
O -0.553 1.948 1.702  -0.220
O -1.679 -0.633 1.998  -0.045
O 0.210 -1.879 -2.891  0.010
O 1.937 0.446 -2.586  -0.161
C 1.763 2.127 -1.051  -0.254
C 1.134 2.494 0.221  -0.257
C -1.443 -2.248 0.343  -0.222
C -0.898 -2.589 -0.965  -0.192
C 1.511 3.648 1.064  -0.024
H 1.779 3.305 2.072  0.073
H 0.652 4.331 1.167  0.099
H 2.357 4.251 0.698  0.077
C 2.878 2.858 -1.694  -0.049
H 2.599 3.111 -2.728  0.089
H 3.768 2.213 -1.748  0.085
H 3.184 3.794 -1.207  0.067
C -2.166 -3.231 1.180  -0.004
C -0.995 -3.976 -1.505  -0.002
H -2.848 -2.794 1.918  0.099
H -1.461 -3.878 1.731  0.106
H -2.785 -3.891 0.548  0.097
H -0.242 -4.226 -2.258  0.092
H -1.984 -4.146 -1.966  0.112
H -0.878 -4.715 -0.699  0.092
H -1.343 0.335 2.108  0.112
H 0.398 -0.987 -3.276  0.088
C -1.053 0.857 -4.706  -0.160
H -0.576 1.610 -4.069  0.087
H -1.504 0.000 -4.192  0.072
H -1.877 1.375 -5.165  0.069
O -2.220 1.185 -0.738  -0.040
H -2.157 0.280 -0.362  0.008
H -1.493 1.712 -0.321  0.032
N -0.184 0.086 6.771  0.152
C -0.191 0.093 5.607  -0.175
C -0.102 0.041 4.158  -0.179
C 0.022 -1.256 3.599  -0.042
C 0.639 -1.509 2.367  -0.163
N 1.190 -0.562 1.606  0.089
C 1.489 0.510 2.331  -0.144
C 0.860 0.864 3.531  -0.011
H -0.408 -2.102 4.178  0.136
H 0.527 -2.552 1.963  0.127
H 2.247 1.236 1.932  0.133
H 1.179 1.778 4.067  0.137

Properties
LUMO energy (spin up / spin down)   -0.071 / -0.071 hartree

Record 3
Molecular formula: C15H24MgN7O4S
Method: DFT, ωB97M-V with the def2-TZVPD basis set

Last column: Löwdin charge in e.
CARTESIAN COORDINATES (ANGSTROEM)
Mg 1.822 -0.159 0.498  0.460
N 3.501 0.717 -0.558  -0.011
C 4.422 1.390 0.378  -0.210
C 3.609 2.163 1.413  -0.174
N 2.566 1.328 2.031  -0.109
C 2.923 0.633 3.273  -0.180
C 3.469 -0.763 2.995  -0.210
N 2.528 -1.491 2.114  -0.015
H 3.065 1.388 -1.186  0.093
H 3.993 0.066 -1.160  0.101
H 5.031 0.625 0.859  0.109
H 5.107 2.074 -0.125  0.125
H 4.280 2.591 2.163  0.127
H 3.109 2.996 0.916  0.133
H 1.736 1.889 2.178  0.123
H 3.647 1.199 3.866  0.128
H 2.018 0.540 3.876  0.132
H 4.427 -0.706 2.480  0.110
H 3.640 -1.283 3.939  0.126
H 2.957 -2.344 1.769  0.097
H 1.721 -1.799 2.651  0.108
C -1.833 0.752 -3.919  0.015
C -1.287 -0.398 -3.164  -0.316
N -1.888 -1.522 -2.941  0.155
N -1.013 -2.222 -2.167  0.050
C 0.112 -1.571 -1.893  -0.733
S 1.426 -2.161 -0.994  0.654
N -0.046 -0.390 -2.550  -0.075
N 0.869 0.662 -2.541  0.130
H -2.821 0.488 -4.287  0.095
H -1.198 1.003 -4.770  0.090
H -1.900 1.619 -3.260  0.080
H -1.255 -3.139 -1.829  0.163
H 0.387 1.466 -2.116  0.073
H 1.109 0.881 -3.502  0.114
O -1.017 1.970 -1.023  0.011
C -0.920 1.103 -0.153  -0.577
O 0.208 0.810 0.403  -0.139
C -2.119 0.299 0.244  -0.138
C -1.997 -0.842 1.025  -0.030
C -3.099 -1.650 1.321  0.025
C -4.308 -1.256 0.804  -0.211
O -5.521 -1.845 0.958  0.047
C -6.420 -1.121 0.111  -0.109
O -5.748 0.066 -0.307  0.045
C -4.440 -0.105 0.038  -0.198
C -3.371 0.693 -0.258  0.079
H -1.022 -1.116 1.403  0.098
H -3.012 -2.538 1.932  0.122
H -7.313 -0.857 0.673  0.142
H -6.663 -1.731 -0.763  0.141
H -3.467 1.595 -0.845  0.135

Properties
LUMO energy   -0.086 hartree
Charge   +1

Record 4
Molecular formula: C15H24N10Ti
Method: DFT, ωB97M-V with the def2-TZVPD basis set

Last column: Löwdin spin population.
CARTESIAN COORDINATES (ANGSTROEM)
Ti -0.056 -0.264 -0.292  1.646
N 1.169 -0.174 1.603  0.018
C 1.758 -1.497 2.039  0.002
C 2.720 -1.980 0.969  0.001
C 2.045 -2.654 -0.194  0.002
N 1.484 -1.636 -1.121  0.022
H 1.907 0.492 1.419  0.003
H 0.682 0.283 2.360  0.003
H 0.913 -2.196 2.080  0.000
H 2.317 -1.367 3.041  0.000
H 3.383 -2.702 1.500  0.000
H 3.382 -1.143 0.655  0.000
H 1.184 -3.265 0.152  0.000
H 2.740 -3.315 -0.735  0.000
H 0.850 -2.038 -1.819  0.007
H 2.184 -1.068 -1.604  0.004
N 3.326 0.727 -1.365  0.001
C 2.521 1.745 -0.802  0.006
N 3.045 2.791 -0.218  0.009
C 2.215 3.718 0.230  0.009
N 2.827 4.805 0.783  0.006
N 0.855 3.585 0.218  0.029
C 0.423 2.444 -0.313  0.030
N 1.223 1.478 -0.807  0.031
C -1.013 2.308 -0.546  0.034
C -1.954 3.340 -0.197  0.009
C -3.317 3.028 -0.253  0.026
C -3.761 1.785 -0.754  0.005
C -2.828 0.906 -1.224  0.023
N -1.502 1.052 -0.881  0.019
H 4.295 1.078 -1.367  0.000
H 3.067 0.486 -2.330  0.000
H 3.749 4.959 0.462  0.000
H 2.270 5.658 0.791  0.000
H -1.615 4.294 0.210  0.000
H -4.049 3.745 0.148  0.001
H -4.817 1.682 -1.068  0.000
H -3.095 0.053 -1.845  0.002
C -2.380 -3.168 -1.685  0.002
C -2.362 -2.599 -0.373  0.012
N -1.482 -1.741 0.164  0.012
C -1.992 -1.405 1.458  0.016
C -2.977 -2.329 1.759  0.001
N -3.226 -2.996 0.579  0.006
H -2.431 -2.442 -2.468  0.001
H -3.278 -3.873 -1.759  0.000
H -1.469 -3.778 -1.878  0.000
H -1.422 -0.677 2.084  0.003
H -3.539 -2.451 2.659  0.000
H -3.967 -3.685 0.536  0.000

Properties
LUMO energy (spin up / spin down)   -0.237 / -0.246 hartree
Charge   +2
⟨S²⟩   2.006
Spin multiplicity   3

Record 5
Molecular formula: C15H24N3O3S
Method: DFT, ωB97M-V with the def2-TZVPD basis set

Last column: Löwdin charge in e.
CARTESIAN COORDINATES (ANGSTROEM)
C -2.388 5.737 1.881  -0.154
C -1.770 4.494 1.691  -0.311
C -2.850 3.347 1.380  -0.121
C -2.064 1.957 1.027  -0.274
C -1.537 1.347 2.128  -0.300
C -0.575 -0.015 2.077  -0.033
H 0.355 0.229 1.459  0.103
H -0.342 -0.325 2.968  0.031
C -1.503 -1.271 1.467  -0.134
C -0.612 -2.420 1.789  -0.257
O -0.235 -2.965 2.927  0.061
O -0.566 -3.317 0.596  -0.016
C -1.016 -2.461 -0.639  -0.428
C -0.031 -2.197 -1.332  -0.189
O -0.184 -1.876 -2.696  0.003
C 1.556 -2.077 -0.792  0.175
N 2.277 -1.142 -1.925  0.112
C 2.318 0.143 -1.567  -0.641
N 1.168 0.774 -0.814  0.065
N 1.569 1.959 -0.601  -0.080
C 2.519 2.425 -1.400  -0.312
S 3.515 1.081 -2.051  1.207
H 2.822 3.421 -1.190  0.077
H 1.481 -1.485 -2.562  0.165
H 2.777 -1.684 -2.266  0.017
H 1.376 -1.435 0.143  0.152
H 1.993 -2.918 -0.800  0.062
C -2.240 -3.539 -1.035  0.111
H -1.513 -4.521 -1.297  0.172
H -2.407 -3.012 -1.979  0.082
H -3.031 -3.707 -0.398  0.063
C -1.737 -1.229 -0.084  -0.009
H -2.767 -1.190 -0.173  0.106
H -1.114 -0.328 -0.526  0.146
H -2.320 -1.323 2.056  0.117
H -1.093 1.891 3.038  0.119
H -2.534 0.999 2.836  0.168
H -1.056 2.004 0.582  0.099
H -2.794 1.199 0.588  0.136
H -3.444 2.977 2.205  0.114
H -3.131 3.634 0.508  0.025
H -1.068 3.941 2.753  0.176
H -0.893 4.352 0.823  0.150
H -3.036 5.673 2.518  -0.029
H -2.982 5.862 0.814  0.156
H -1.719 6.646 2.057  0.119

Properties
LUMO energy   -0.167 hartree
Charge   +1

Result set for energy above the lowest of the compared OMol25 structures with the same formula, charge and spin: 1642.67; 260.18; 1.18; 76.51; 1764.77 kJ/mol, one per record in the order listed.
Result set for E_tot: -3034.43300; -1565.75727; -1868.49366; -1982.63234; -1373.26639 hartree, one per record in the order listed.
Result set for largest force on an atom: 12.2; 4.8; 0.3; 3.7; 19.2 eV/A, one per record in the order listed.